68
Properties=species:S:1:pos:R:3:lowdin_charge:R:1 method="wB97M-V/def2-TZVPD" s2=8.777 homo_ev="-8.458 / -11.261" total_charge=+1 e_above_lowest_ev=0.000 spin_multiplicity=6 e_tot_ha=-2155.18918
Ru 0.0965 -0.2232 0.5227 0.788
P 2.4178 -1.6304 0.2457 0.867
P 1.7145 1.2582 0.8437 0.709
Si -1.9266 0.4622 -0.4514 0.678
C 2.3436 -3.3543 0.7897 -0.249
C -3.4252 2.6968 -0.6400 -0.150
C 4.7966 0.6100 3.4929 -0.048
C 3.8093 -1.5895 -0.9335 -0.230
C -2.3087 2.3824 -2.7984 -0.078
C 3.7946 1.2604 2.7575 -0.065
C 3.3247 -0.8240 1.6434 -0.404
C -1.7190 -1.1250 1.5588 -0.271
C -3.6134 -3.1339 -1.7768 -0.078
C -4.0494 4.1051 -2.5206 -0.080
C -4.7995 -2.6844 -2.3841 -0.073
C 5.0559 -0.7464 3.3025 -0.050
C -2.7302 -2.2214 -1.1745 -0.127
C -0.2686 -0.0886 3.0578 -0.133
C 2.5471 1.8142 -0.6483 -0.196
C 3.0299 0.5369 1.8593 -0.380
C -5.1536 -1.3214 -2.3153 -0.065
C -3.1313 3.4116 -3.3090 -0.081
C 1.1396 2.6337 1.7664 -0.252
C -4.2037 3.6956 -1.2160 -0.096
C -1.5418 0.0083 2.4643 -0.150
C -2.4822 2.0114 -1.4380 -0.344
C 0.3954 -1.2641 2.5507 -0.210
C -3.0323 -0.8383 -1.2219 -0.316
C 0.8031 -0.8120 -2.6385 -0.064
C 4.3416 -1.4714 2.3437 -0.074
C -0.5287 -1.9467 1.6767 -0.223
C -4.2769 -0.4021 -1.7316 -0.084
H 1.3455 -1.6458 2.9193 0.100
H -0.3895 -2.9344 1.2508 0.098
H -3.4847 2.4565 0.4213 0.086
H 3.2176 -3.8822 0.3894 0.056
H -6.0866 -0.9400 -2.7433 0.111
H 0.0573 -1.3574 -3.2483 0.055
H -2.3155 0.7553 2.6365 0.118
H 3.5684 1.4175 -0.6958 0.051
H 0.3271 0.0171 -2.1889 -0.063
H -4.5267 0.6624 -1.6893 0.095
H 1.2158 2.4297 2.8391 0.057
H -0.7454 1.3305 0.3556 -0.004
H -4.8819 4.2176 -0.5723 0.099
H 3.6149 2.3170 2.9103 0.108
H 0.0941 2.8561 1.5498 0.045
H 0.1161 0.5616 3.8385 0.115
H 3.5218 -1.8231 -1.9579 0.045
H -5.4849 -3.3709 -2.8901 0.107
H 4.5570 -2.5307 2.1575 0.115
H -1.8217 -2.6078 -0.7013 0.083
H 1.5465 -0.3908 -3.2929 0.033
H 5.3574 1.1905 4.1965 0.106
H 4.2706 -0.5999 -0.9290 0.040
H 4.5687 -2.3065 -0.6042 0.055
H 2.3656 -3.4093 1.8798 0.051
H -4.6451 4.9205 -2.9294 0.112
H -3.3974 -4.2013 -1.7970 0.103
H 1.4187 -3.8158 0.4184 0.042
H -2.9732 3.7602 -4.3159 0.097
H 1.1858 -1.4112 -1.8096 -0.060
H 2.0013 1.5321 -1.5583 0.039
H 5.8251 -1.2620 3.8653 0.113
H -2.6735 -1.4686 1.1457 0.103
H 2.5738 2.9051 -0.5494 0.057
H -1.4998 1.9477 -3.4190 0.105
H 1.7577 3.4710 1.4400 0.057